1.
Below is a cluster of 13 separate species, C32H90INO17P3S12 in total at a distorted geometry, with properties calculated with ωB97M-V with the def2-TZVPD basis set.

CARTESIAN COORDINATES (ANGSTROEM)
C (-1.426, 1.597, -0.245)
P (-2.249, 1.204, -1.839)
C (-3.496, 2.536, -1.965)
C (-3.260, -0.359, -1.653)
O (-4.543, -0.069, -1.132)
P (-5.306, -1.473, -0.449)
C (-5.748, -2.121, -2.212)
C (-6.984, -2.948, -2.338)
O (-7.136, -3.830, -3.126)
I (-8.648, -2.517, -0.991)
O (-5.011, -0.839, 1.300)
N (-6.155, -0.544, 1.850)
O (-6.101, -0.345, 3.036)
O (-3.797, -2.219, -0.344)
C (-2.694, -1.400, -0.706)
P (-1.507, -2.617, -1.442)
C (-0.793, -3.372, 0.082)
C (-0.086, -1.645, -2.111)
H (-0.607, 2.270, -0.510)
H (-2.077, 2.146, 0.440)
H (-0.988, 0.727, 0.238)
H (-2.980, 3.494, -1.870)
H (-3.990, 2.510, -2.935)
H (-4.246, 2.485, -1.172)
H (-3.310, -0.735, -2.685)
H (-6.505, -0.721, -0.431)
H (-5.894, -2.620, 0.168)
H (-5.864, -1.231, -2.835)
H (-4.952, -2.732, -2.642)
H (-2.314, -0.937, 0.211)
H (-1.472, -3.143, 0.908)
H (0.173, -2.948, 0.350)
H (-0.746, -4.455, -0.012)
H (-0.223, -1.445, -3.173)
H (0.791, -2.293, -2.023)
H (0.142, -0.717, -1.582)
C (0.685, -3.792, 3.907)
S (1.376, -2.227, 3.353)
O (1.512, -2.329, 1.877)
C (3.011, -2.462, 4.053)
H (-0.334, -3.858, 3.531)
H (1.281, -4.613, 3.507)
H (0.677, -3.818, 4.997)
H (3.447, -3.378, 3.650)
H (2.928, -2.525, 5.139)
H (3.625, -1.598, 3.787)
C (-7.620, -2.983, 3.498)
S (-9.127, -3.411, 4.360)
O (-8.818, -4.519, 5.309)
C (-9.954, -4.154, 2.945)
H (-6.929, -2.538, 4.208)
H (-7.180, -3.882, 3.064)
H (-7.851, -2.258, 2.719)
H (-9.354, -4.980, 2.565)
H (-10.095, -3.402, 2.168)
H (-10.922, -4.523, 3.280)
C (7.417, 0.425, 3.908)
S (5.853, 0.335, 4.784)
O (4.789, 0.146, 3.759)
C (5.808, 2.058, 5.279)
H (7.619, -0.556, 3.481)
H (7.358, 1.173, 3.118)
H (8.208, 0.687, 4.611)
H (5.853, 2.698, 4.399)
H (6.653, 2.265, 5.937)
H (4.877, 2.239, 5.815)
C (2.428, 3.092, 8.764)
S (2.752, 4.593, 7.830)
O (3.224, 4.172, 6.488)
C (4.209, 5.084, 8.765)
H (1.572, 2.600, 8.307)
H (3.298, 2.437, 8.716)
H (2.196, 3.349, 9.797)
H (4.957, 4.292, 8.717)
H (3.927, 5.285, 9.799)
H (4.602, 5.991, 8.310)
C (8.833, 5.442, 1.088)
S (7.405, 4.803, 1.949)
O (7.891, 3.781, 2.929)
C (6.724, 3.906, 0.552)
H (9.428, 6.003, 1.805)
H (9.417, 4.617, 0.680)
H (8.505, 6.097, 0.288)
H (7.458, 3.184, 0.193)
H (6.467, 4.613, -0.236)
H (5.826, 3.388, 0.887)
C (-6.847, -6.995, -3.355)
S (-7.033, -7.507, -1.651)
O (-5.672, -7.756, -1.112)
C (-7.748, -9.125, -1.989)
H (-6.379, -6.014, -3.360)
H (-6.222, -7.712, -3.892)
H (-7.832, -6.924, -3.817)
H (-7.056, -9.711, -2.595)
H (-8.701, -9.001, -2.505)
H (-7.910, -9.617, -1.033)
C (-3.076, -7.462, -7.446)
S (-3.450, -5.706, -7.564)
O (-2.260, -4.979, -7.056)
C (-4.699, -5.707, -6.270)
H (-2.281, -7.681, -8.156)
H (-2.744, -7.695, -6.435)
H (-3.965, -8.040, -7.701)
H (-4.261, -6.070, -5.340)
H (-5.532, -6.340, -6.576)
H (-5.048, -4.685, -6.133)
C (0.112, 2.646, -5.775)
S (0.244, 1.627, -4.297)
O (0.292, 2.582, -3.156)
C (1.936, 1.117, -4.586)
H (-0.877, 3.101, -5.774)
H (0.878, 3.422, -5.754)
H (0.228, 2.015, -6.658)
H (2.588, 1.989, -4.653)
H (1.946, 0.522, -5.504)
H (2.237, 0.496, -3.743)
C (1.647, -2.936, -8.648)
S (2.059, -2.370, -6.995)
O (1.953, -0.885, -7.008)
C (3.811, -2.759, -7.083)
H (0.589, -2.738, -8.807)
H (2.244, -2.391, -9.380)
H (1.832, -4.008, -8.718)
H (4.263, -2.225, -7.920)
H (3.936, -3.835, -7.200)
H (4.267, -2.436, -6.149)
C (11.692, 7.880, -2.215)
S (9.969, 7.609, -1.786)
O (9.774, 6.138, -1.734)
C (9.296, 8.155, -3.360)
H (12.297, 7.556, -1.370)
H (11.943, 7.293, -3.098)
H (11.858, 8.942, -2.398)
H (9.713, 7.548, -4.164)
H (9.531, 9.208, -3.510)
H (8.216, 8.023, -3.321)
C (-10.930, 0.820, 0.671)
S (-11.222, -0.897, 1.098)
O (-12.404, -1.350, 0.318)
C (-11.792, -0.598, 2.777)
H (-10.601, 0.848, -0.365)
H (-11.856, 1.384, 0.786)
H (-10.147, 1.223, 1.314)
H (-12.665, 0.054, 2.755)
H (-10.987, -0.147, 3.357)
H (-12.058, -1.560, 3.211)
C (8.825, 6.380, 5.600)
S (9.127, 7.905, 4.702)
O (9.612, 7.521, 3.351)
C (10.576, 8.415, 5.635)
H (7.979, 5.880, 5.132)
H (9.705, 5.740, 5.539)
H (8.589, 6.615, 6.639)
H (11.339, 7.639, 5.575)
H (10.295, 8.598, 6.672)
H (10.949, 9.335, 5.189)

The HOMO energy is -4.693 eV. Its net charge is -1.

These are the Mulliken partial charges, in e, on atoms 1 to 4:
1. C -1.252
2. P 0.745
3. C -1.379
4. C -0.056

2.
Below is a cluster of 10 separate species, C32H90N6O14 in total at a distorted geometry, with properties calculated with ωB97M-V with the def2-TZVPD basis set.

CARTESIAN COORDINATES (ANGSTROEM)
C (-24.122, 11.505, -18.404)
O (-24.390, 11.135, -17.075)
C (-25.700, 11.431, -16.662)
C (-25.803, 12.844, -16.113)
C (-25.243, 12.942, -14.695)
N (-27.175, 13.346, -16.211)
H (-24.113, 12.596, -18.497)
H (-24.734, 11.067, -19.201)
H (-23.107, 11.169, -18.625)
H (-26.459, 11.167, -17.409)
H (-25.931, 10.729, -15.847)
H (-25.128, 13.459, -16.734)
H (-25.546, 13.886, -14.231)
H (-24.159, 12.996, -14.790)
H (-25.618, 12.123, -14.085)
H (-27.414, 13.567, -17.171)
H (-27.250, 14.216, -15.697)
C (-19.236, 21.016, -20.481)
O (-18.374, 22.001, -19.954)
C (-18.008, 21.822, -18.620)
C (-17.175, 20.582, -18.348)
C (-16.893, 20.491, -16.865)
N (-15.943, 20.570, -19.161)
H (-18.685, 20.207, -20.986)
H (-19.810, 21.538, -21.246)
H (-19.865, 20.496, -19.751)
H (-17.434, 22.698, -18.293)
H (-18.894, 21.852, -17.964)
H (-17.814, 19.737, -18.628)
H (-17.518, 19.721, -16.411)
H (-16.976, 21.436, -16.328)
H (-15.889, 20.109, -16.644)
H (-15.290, 21.212, -18.715)
H (-16.178, 21.000, -20.054)
C (-21.082, 11.332, -25.434)
O (-20.872, 11.675, -24.105)
C (-21.484, 12.865, -23.697)
C (-21.048, 13.180, -22.290)
C (-19.536, 13.403, -22.194)
N (-21.543, 12.108, -21.382)
H (-22.100, 10.968, -25.646)
H (-20.445, 10.476, -25.667)
H (-20.844, 12.152, -26.121)
H (-21.300, 13.699, -24.387)
H (-22.577, 12.707, -23.671)
H (-21.561, 14.097, -21.987)
H (-19.255, 13.676, -21.180)
H (-19.293, 14.234, -22.861)
H (-19.044, 12.518, -22.597)
H (-21.065, 11.254, -21.679)
H (-21.036, 12.303, -20.516)
C (-24.174, 15.165, -19.129)
O (-22.843, 15.590, -18.888)
C (-22.295, 16.366, -19.956)
C (-20.784, 16.213, -19.863)
C (-20.227, 17.003, -18.665)
N (-20.119, 16.461, -21.124)
H (-24.817, 16.052, -19.229)
H (-24.643, 14.664, -18.283)
H (-24.204, 14.511, -20.000)
H (-22.690, 15.996, -20.907)
H (-22.602, 17.406, -19.782)
H (-20.672, 15.154, -19.599)
H (-20.453, 16.461, -17.742)
H (-20.724, 17.972, -18.538)
H (-19.149, 17.147, -18.719)
H (-19.116, 16.491, -20.974)
H (-20.373, 17.341, -21.555)
C (-29.675, 12.668, -21.672)
O (-28.887, 12.920, -22.835)
C (-27.536, 13.188, -22.554)
C (-26.744, 11.986, -22.062)
C (-25.298, 12.362, -21.849)
N (-26.799, 10.892, -23.053)
H (-30.680, 12.456, -22.031)
H (-29.692, 13.565, -21.048)
H (-29.322, 11.784, -21.140)
H (-27.098, 13.538, -23.494)
H (-27.430, 14.038, -21.855)
H (-27.172, 11.605, -21.131)
H (-24.705, 11.516, -21.484)
H (-25.129, 13.078, -21.045)
H (-24.780, 12.668, -22.760)
H (-26.085, 11.053, -23.752)
H (-27.713, 10.890, -23.489)
C (-19.456, 18.664, -23.621)
O (-18.244, 18.268, -22.997)
C (-17.066, 18.753, -23.623)
C (-15.882, 18.001, -23.108)
C (-14.589, 18.310, -23.880)
N (-16.027, 16.552, -23.142)
H (-20.001, 19.281, -22.900)
H (-20.025, 17.742, -23.763)
H (-19.292, 19.170, -24.570)
H (-17.192, 18.731, -24.722)
H (-16.961, 19.841, -23.470)
H (-15.752, 18.360, -22.071)
H (-14.627, 19.309, -24.327)
H (-14.514, 17.622, -24.723)
H (-13.705, 18.208, -23.256)
H (-15.279, 15.981, -22.786)
H (-16.923, 16.271, -22.768)
O (-24.909, 18.343, -14.448)
C (-24.356, 17.020, -14.438)
C (-24.197, 16.434, -15.814)
O (-22.941, 16.839, -16.352)
H (-24.546, 18.793, -15.216)
H (-23.394, 17.095, -13.917)
H (-24.971, 16.374, -13.808)
H (-24.998, 16.856, -16.434)
H (-24.240, 15.343, -15.751)
H (-22.783, 16.281, -17.128)
O (-14.965, 17.931, -18.486)
C (-15.719, 17.176, -19.422)
C (-16.089, 15.891, -18.729)
O (-17.121, 15.232, -19.495)
H (-15.252, 18.855, -18.545)
H (-16.605, 17.754, -19.703)
H (-15.146, 16.953, -20.330)
H (-16.541, 16.150, -17.768)
H (-15.218, 15.247, -18.601)
H (-17.453, 14.534, -18.918)
O (-21.548, 13.501, -16.166)
C (-20.804, 12.518, -16.912)
C (-19.327, 12.767, -16.794)
O (-19.050, 14.068, -17.362)
H (-21.382, 13.331, -15.234)
H (-21.152, 11.529, -16.591)
H (-21.170, 12.602, -17.938)
H (-18.757, 12.004, -17.326)
H (-18.984, 12.820, -15.758)
H (-19.916, 14.491, -17.421)
O (-27.571, 15.953, -18.463)
C (-27.703, 16.682, -19.667)
C (-29.152, 16.945, -20.069)
O (-29.917, 17.411, -18.985)
H (-28.104, 16.417, -17.808)
H (-27.265, 17.678, -19.483)
H (-27.115, 16.268, -20.485)
H (-29.587, 16.080, -20.584)
H (-29.086, 17.694, -20.867)
H (-30.420, 16.673, -18.630)

The HOMO energy is -8.810 eV. Its net charge is 0. As for the SMILES: COC[C@H](C)N.COC[C@H](C)N.COC[C@H](C)N.COC[C@H](C)N.COC[C@H](C)N.COC[C@H](C)N.OCCO.OCCO.OCCO.OCCO. The relative energy (zero: lowest compared OMol25 entry of this formula, charge and spin) is 1.5 kcal per mole.

These are the Mulliken partial charges, in e, on atoms 1 to 4:
1. C -0.473
2. O -0.370
3. C -1.057
4. C 2.822

3.
Below is a structure of composition C32H92BHgN8O8 at a distorted geometry, with properties calculated with ωB97M-V with the def2-TZVPD basis set.

CARTESIAN COORDINATES (ANGSTROEM)
Hg (0.310, -0.142, -0.621)
B (1.775, 1.714, -1.214)
H (2.827, 1.862, -1.404)
H (1.353, 2.706, -1.243)
H (1.458, 1.035, -1.990)
H (1.709, 1.322, -0.210)
C (-1.609, -3.922, 0.373)
C (-0.845, -2.787, -0.217)
C (-0.773, -2.829, -1.703)
O (-0.041, -1.725, -2.227)
C (0.519, -1.884, -3.535)
N (-1.408, -1.457, 0.230)
H (-2.655, -3.872, 0.072)
H (-1.572, -3.926, 1.463)
H (-1.422, -4.932, 0.007)
H (0.175, -2.867, 0.158)
H (-1.817, -2.795, -2.015)
H (-0.315, -3.775, -1.990)
H (1.009, -0.961, -3.844)
H (-0.294, -2.201, -4.187)
H (1.248, -2.692, -3.594)
H (-2.357, -1.382, -0.107)
H (-1.487, -1.599, 1.227)
C (5.444, 3.295, 2.525)
C (4.155, 3.083, 1.714)
C (3.359, 4.303, 1.086)
O (3.428, 5.400, 1.921)
C (3.072, 6.662, 1.220)
N (4.348, 1.983, 0.804)
H (6.318, 3.608, 1.953)
H (5.757, 2.391, 3.047)
H (5.352, 4.006, 3.345)
H (3.379, 2.692, 2.373)
H (2.340, 4.072, 0.776)
H (3.897, 4.605, 0.187)
H (3.906, 7.193, 0.761)
H (2.812, 7.441, 1.936)
H (2.399, 6.577, 0.366)
H (5.164, 2.251, 0.272)
H (3.616, 1.810, 0.130)
C (-2.859, 3.135, 0.376)
C (-2.191, 1.922, -0.270)
C (-2.045, 2.072, -1.760)
O (-1.274, 0.909, -2.326)
C (-1.401, 1.079, -3.802)
N (-0.868, 1.803, 0.346)
H (-3.896, 3.347, 0.113)
H (-2.458, 4.037, -0.087)
H (-2.736, 3.117, 1.459)
H (-2.759, 1.015, -0.060)
H (-1.599, 3.043, -1.976)
H (-3.029, 2.132, -2.225)
H (-2.443, 1.018, -4.117)
H (-1.061, 0.135, -4.229)
H (-0.932, 1.972, -4.213)
H (-0.351, 2.573, -0.053)
H (-0.699, 1.980, 1.326)
C (-1.705, -1.514, 5.027)
C (-2.762, -1.248, 3.920)
C (-3.856, -2.410, 3.945)
O (-3.097, -3.631, 3.955)
C (-3.983, -4.733, 3.776)
N (-3.264, 0.097, 4.122)
H (-1.090, -2.383, 4.794)
H (-2.114, -1.691, 6.022)
H (-0.917, -0.777, 5.180)
H (-2.220, -1.252, 2.975)
H (-4.470, -2.321, 3.049)
H (-4.541, -2.257, 4.779)
H (-3.351, -5.609, 3.922)
H (-4.366, -4.854, 2.762)
H (-4.790, -4.688, 4.507)
H (-3.565, 0.277, 5.069)
H (-4.138, 0.208, 3.628)
C (3.499, -6.699, -3.435)
C (2.958, -5.633, -2.535)
C (2.156, -6.082, -1.285)
O (2.026, -4.909, -0.424)
C (1.741, -5.286, 0.994)
N (4.052, -4.806, -2.164)
H (4.297, -7.294, -2.990)
H (4.049, -6.291, -4.283)
H (2.866, -7.367, -4.019)
H (2.435, -4.880, -3.124)
H (2.744, -6.881, -0.832)
H (1.187, -6.501, -1.556)
H (0.737, -5.700, 1.083)
H (1.832, -4.336, 1.520)
H (2.464, -6.022, 1.346)
H (3.697, -4.151, -1.482)
H (4.511, -5.494, -1.584)
C (0.656, 5.755, -1.582)
C (1.091, 5.297, -3.013)
C (2.558, 5.285, -3.351)
O (3.207, 6.520, -3.168)
C (4.626, 6.433, -3.257)
N (0.565, 3.936, -3.196)
H (0.991, 6.724, -1.212)
H (0.942, 4.977, -0.875)
H (-0.424, 5.815, -1.444)
H (0.627, 5.949, -3.753)
H (2.698, 4.922, -4.370)
H (2.952, 4.536, -2.665)
H (4.923, 5.958, -4.192)
H (5.038, 6.101, -2.304)
H (4.939, 7.465, -3.416)
H (-0.364, 3.943, -2.799)
H (0.913, 3.323, -2.472)
C (-5.764, 0.407, -1.333)
C (-5.551, 0.234, 0.173)
C (-6.744, -0.404, 0.900)
O (-6.364, -0.865, 2.220)
C (-7.581, -1.310, 2.856)
N (-4.490, -0.745, 0.213)
H (-4.764, 0.566, -1.737)
H (-6.195, 1.403, -1.425)
H (-6.582, -0.084, -1.860)
H (-5.239, 1.111, 0.740)
H (-7.095, -1.297, 0.384)
H (-7.417, 0.454, 0.912)
H (-7.444, -1.882, 3.774)
H (-8.137, -1.906, 2.132)
H (-8.200, -0.437, 3.062)
H (-4.784, -1.399, -0.497)
H (-4.813, -1.074, 1.112)
C (4.482, -1.880, -0.271)
C (2.976, -1.782, 0.035)
C (2.644, -0.983, 1.335)
O (1.248, -0.926, 1.603)
C (0.934, 0.045, 2.630)
N (2.420, -1.157, -1.148)
H (4.990, -2.306, 0.595)
H (4.897, -0.911, -0.544)
H (4.604, -2.575, -1.101)
H (2.592, -2.794, 0.170)
H (3.348, -0.151, 1.356)
H (3.003, -1.508, 2.220)
H (1.546, -0.166, 3.507)
H (-0.057, -0.092, 3.063)
H (1.106, 1.078, 2.328)
H (2.637, -1.731, -1.951)
H (2.905, -0.306, -1.394)

The HOMO energy is -10.533 eV. Its net charge is +1. The relative energy (zero: lowest compared OMol25 entry of this formula, charge and spin) is 66.5 kcal per mole.

These are the Mulliken partial charges, in e, on atoms 1 to 4:
1. Hg 3.329
2. B 2.168
3. H -0.174
4. H -1.574

Number 1: gap between HOMO and LUMO 5.99 eV. Number 2: gap between HOMO and LUMO 9.19 eV. Number 3: gap between HOMO and LUMO 8.88 eV.